Molecular formula: C5H15NO2
Method: DFT, the ωB97M-V functional and the def2-TZVPD basis

Computed properties:
DFT total energy   -404.65282 Ha
Orbital gap   0.3557 Eh
Strongest force on any atom   4.036 eV Å⁻¹
HOMO energy   -8.93 eV
Lowest unoccupied orbital energy   0.02740 Ha
Total charge   0
Energy relative to the best compared isomer or geometry (same formula, charge and spin)   268.43 kJ/mol

Each line ends with the Löwdin charge.
CARTESIAN COORDINATES (ANGSTROEM)
C: -1.8037 0.3139 0.7094  -0.254
N: -0.4248 -0.1925 0.6897  -0.108
C: 0.1546 -0.7512 -0.5833  -0.259
C: 1.0366 0.1381 -1.4600  -0.164
C: 2.5798 0.0670 -0.9556  -0.294
O: 3.0838 1.1939 -0.3312  -0.123
C: -2.1802 1.3631 -0.4540  -0.080
H: -2.0406 0.6801 1.6828  0.091
H: -2.5385 -0.4393 0.4854  0.090
H: 0.3608 0.5817 0.9574  0.174
H: -0.7139 -1.1231 -1.2221  0.124
H: 0.7048 -1.6812 -0.3006  0.106
H: 0.9127 1.1723 -1.4855  0.071
H: 1.0277 -0.2678 -2.4941  0.111
H: 2.7247 -0.7412 -0.1038  0.149
H: 3.1519 -0.2178 -1.8292  0.091
H: 3.1282 2.0702 -0.9088  0.158
H: -2.0961 2.4104 -0.2504  0.041
H: -3.1872 1.2703 -0.8046  0.044
H: -1.4909 1.2072 -1.3563  0.072
H: -0.7868 -3.1130 3.5890  0.040
H: -0.6515 -1.8053 2.7350  0.068
O: -0.9512 -2.1358 3.6910  -0.148

---

Molecular formula: C5H15NO2
Method: DFT, the ωB97M-V functional and the def2-TZVPD basis

Computed properties:
DFT total energy   -404.69604 Ha
Orbital gap   0.3624 Eh
Strongest force on any atom   2.002 eV Å⁻¹
HOMO energy   -9.03 eV
Lowest unoccupied orbital energy   0.03068 Ha
Total charge   0
Energy relative to the best compared isomer or geometry (same formula, charge and spin)   154.95 kJ/mol

Each line ends with the Löwdin charge.
CARTESIAN COORDINATES (ANGSTROEM)
C: 0.1787 0.6368 -0.7093  -0.230
C: 1.0327 -0.5464 -1.1302  -0.421
C: 2.5433 -0.3079 -0.9663  -0.082
C: 0.7223 -0.7409 -2.6234  -0.101
N: -1.1231 0.2635 -0.1157  -0.052
C: -1.6177 1.2982 0.7940  -0.312
O: -2.4133 0.7223 1.7937  -0.048
H: 0.7266 1.2945 0.0205  0.116
H: -0.1034 1.3389 -1.5230  0.124
H: 0.8240 -1.5301 -0.6394  0.142
H: 3.1674 -1.1278 -1.3122  0.070
H: 2.8022 -0.2456 0.1086  0.082
H: 2.7877 0.5593 -1.5823  0.083
H: 0.7486 0.1762 -3.2102  0.071
H: -0.3216 -1.0718 -2.8145  0.088
H: 1.4508 -1.4523 -3.0287  0.075
H: -1.0684 -0.6932 0.2170  0.097
H: -2.1769 2.0310 0.2098  0.119
H: -0.8639 1.8518 1.3412  0.107
H: -2.6927 -0.1819 1.6677  0.085
H: 0.0322 -0.4354 2.0532  0.000
H: 0.7893 -0.9114 3.3253  0.037
O: 0.4570 -1.1895 2.4731  -0.048

---

Copy entry 2 word for word.
Molecular formula: C5H15NO2
Method: DFT, the ωB97M-V functional and the def2-TZVPD basis

Computed properties:
DFT total energy   -404.69604 Ha
Orbital gap   0.3624 Eh
Strongest force on any atom   2.002 eV Å⁻¹
HOMO energy   -9.03 eV
Lowest unoccupied orbital energy   0.03068 Ha
Total charge   0
Energy relative to the best compared isomer or geometry (same formula, charge and spin)   154.95 kJ/mol

Each line ends with the Löwdin charge.
CARTESIAN COORDINATES (ANGSTROEM)
C: 0.1787 0.6368 -0.7093  -0.230
C: 1.0327 -0.5464 -1.1302  -0.421
C: 2.5433 -0.3079 -0.9663  -0.082
C: 0.7223 -0.7409 -2.6234  -0.101
N: -1.1231 0.2635 -0.1157  -0.052
C: -1.6177 1.2982 0.7940  -0.312
O: -2.4133 0.7223 1.7937  -0.048
H: 0.7266 1.2945 0.0205  0.116
H: -0.1034 1.3389 -1.5230  0.124
H: 0.8240 -1.5301 -0.6394  0.142
H: 3.1674 -1.1278 -1.3122  0.070
H: 2.8022 -0.2456 0.1086  0.082
H: 2.7877 0.5593 -1.5823  0.083
H: 0.7486 0.1762 -3.2102  0.071
H: -0.3216 -1.0718 -2.8145  0.088
H: 1.4508 -1.4523 -3.0287  0.075
H: -1.0684 -0.6932 0.2170  0.097
H: -2.1769 2.0310 0.2098  0.119
H: -0.8639 1.8518 1.3412  0.107
H: -2.6927 -0.1819 1.6677  0.085
H: 0.0322 -0.4354 2.0532  0.000
H: 0.7893 -0.9114 3.3253  0.037
O: 0.4570 -1.1895 2.4731  -0.048